Version 1
Density functional theory data (ωB97M-V/def2-TZVPD) for the molecule C3H7FS.

Calculated values
Orbital gap = 0.3666 hartree
Lowest unoccupied orbital energy = 0.8 eV
E_HOMO = -9.18 eV
Charge = 0
M = 94.2 g mol⁻¹
Spin multiplicity = 1

Each line ends with the Mulliken charge.
CARTESIAN COORDINATES (ANGSTROEM)
C1 0.56 -0.89 0.18  -0.67
C2 -0.42 0.29 0.77  -0.43
C3 -0.50 1.32 -0.33  -0.43
H1 0.95 -2.50 -1.26  0.12
H2 0.44 -1.84 0.60  0.41
H3 1.56 -0.47 0.47  0.34
H4 -0.12 0.70 1.79  0.29
H5 -1.37 -0.16 1.01  0.27
H6 -1.09 1.06 -1.18  0.32
H7 0.54 1.35 -0.79  0.29
F1 -0.80 2.55 0.19  -0.29
S1 0.25 -1.41 -1.45  -0.21

=====

Version 2
Density functional theory data (ωB97M-V/def2-TZVPD) for a 2-piece molecular cluster, C3H7FS overall.

Calculated values
Orbital gap = 0.3473 hartree
Lowest unoccupied orbital energy = 0.7 eV
E_HOMO = -8.74 eV
Charge = 0
M = 94.2 g mol⁻¹
Spin multiplicity = 1

Each line ends with the Mulliken charge.
CARTESIAN COORDINATES (ANGSTROEM)
C1 -0.24 -1.76 0.56  -1.15
C2 -0.72 -0.68 -0.38  0.10
C3 -0.92 0.70 0.11  -0.68
H1 0.48 -1.35 1.28  0.32
H2 -1.09 -2.18 1.11  0.31
H3 0.25 -2.57 0.02  0.29
H4 -1.43 -1.02 -1.14  0.39
H5 -0.65 0.91 1.14  0.27
H6 -1.76 1.28 -0.27  0.29
H7 2.70 3.17 -1.15  0.39
F1 2.90 2.97 -0.26  -0.39
S1 0.48 0.52 -1.02  -0.14

=====

Stability, highest: version 2

=====

Version 1
Density functional theory data (ωB97M-V/def2-TZVPD) for a 2-piece molecular cluster, C2H4NO4 overall.

Calculated values
Orbital gap = 0.3308 hartree
Lowest unoccupied orbital energy = 3.9 eV
E_HOMO = -5.06 eV
Charge = -1
M = 106.1 g mol⁻¹
Spin multiplicity = 1

Each line ends with the Mulliken charge.
CARTESIAN COORDINATES (ANGSTROEM)
O1 -2.12 0.28 -1.23  -0.59
C1 -1.70 0.88 -0.25  0.02
N1 -0.78 0.40 0.63  -0.12
C2 0.16 -0.82 0.55  0.51
O2 1.30 -0.45 0.85  -0.78
O3 -0.34 -1.91 0.31  -0.62
H1 -2.11 1.88 -0.02  0.33
H2 -0.55 1.05 1.36  0.25
H3 1.83 1.00 -0.41  0.38
H4 3.09 0.31 -0.65  0.31
O4 2.70 1.18 -0.76  -0.68

=====

Version 2
Density functional theory data (ωB97M-V/def2-TZVPD) for a 2-piece molecular cluster, C2H4NO4 overall.

Calculated values
Orbital gap = 0.3235 hartree
Lowest unoccupied orbital energy = 3.9 eV
E_HOMO = -4.86 eV
Charge = -1
M = 106.1 g mol⁻¹
Spin multiplicity = 1

Each line ends with the Mulliken charge.
CARTESIAN COORDINATES (ANGSTROEM)
O1 -1.25 -0.78 -1.07  -0.62
C1 -1.73 -0.08 -0.19  -0.01
N1 -1.03 0.71 0.62  -0.11
C2 0.50 0.88 0.52  0.46
O2 0.86 1.59 -0.39  -0.62
O3 1.09 0.30 1.44  -0.70
H1 -2.82 -0.07 -0.03  0.35
H2 -1.31 0.98 1.56  0.25
H3 1.65 -1.44 -0.18  0.33
H4 0.40 -2.08 -0.76  0.33
O4 1.36 -2.06 -0.86  -0.66

=====

Stability, highest: version 1

=====

Version 1
Density functional theory data (ωB97M-V/def2-TZVPD) for C4H3O2S as an isolated structure.

Calculated values
Orbital gap = 0.2995 hartree
Lowest unoccupied orbital energy = 3.5 eV
E_HOMO = -4.67 eV
Charge = -1
M = 115.1 g mol⁻¹
Spin multiplicity = 1

Each line ends with the Mulliken charge.
CARTESIAN COORDINATES (ANGSTROEM)
C1 -0.57 0.09 -0.09  -0.33
C2 0.41 1.05 -0.13  0.40
C3 0.15 -1.09 -0.14  0.46
C4 1.40 -0.16 -0.23  -0.17
O1 0.60 2.25 -0.09  -0.69
O2 0.04 -2.30 -0.11  -0.68
S1 -3.07 0.13 0.05  -0.41
H1 1.92 -0.22 -1.19  0.16
H2 2.09 -0.25 0.61  0.19
H3 -2.97 0.48 1.33  0.07

=====

Version 2
Density functional theory data (ωB97M-V/def2-TZVPD) for an isolated ion of composition C4H3O2S and charge -1.

Calculated values
Orbital gap = 0.2766 hartree
Lowest unoccupied orbital energy = 3.8 eV
E_HOMO = -3.74 eV
Charge = -1
M = 115.1 g mol⁻¹
Spin multiplicity = 1

Each line ends with the Mulliken charge.
CARTESIAN COORDINATES (ANGSTROEM)
C1 1.39 0.56 -0.03  0.04
C2 3.75 -0.43 0.26  0.63
C3 0.79 -0.78 0.08  -0.61
C4 0.38 0.41 -0.85  -0.23
O1 3.63 -0.90 -0.80  -0.52
O2 4.22 -0.65 1.37  -0.63
S1 2.81 1.47 0.27  -0.41
H1 1.52 -1.51 -0.34  0.20
H2 0.14 -1.17 0.93  0.19
H3 -0.40 0.59 -1.60  0.34

=====

Stability, highest: version 2

=====

Version 1
Density functional theory data (ωB97M-V/def2-TZVPD) for the molecule C14H15NO2.

Calculated values
Orbital gap = 0.2894 hartree
Lowest unoccupied orbital energy = -0.3 eV
E_HOMO = -8.20 eV
Charge = 0
M = 229.3 g mol⁻¹
Spin multiplicity = 1

Each line ends with the Mulliken charge.
CARTESIAN COORDINATES (ANGSTROEM)
O1 1.84 0.90 -0.07  -0.55
O2 -1.00 -2.81 -0.22  -0.72
C1 0.90 0.28 0.34  -0.06
C2 -0.51 -1.70 1.68  -0.88
C3 -0.02 2.15 3.56  -0.70
C4 -0.70 1.13 4.24  -0.17
C5 0.54 1.88 2.27  -0.59
C6 -0.81 -0.16 3.75  -0.78
C7 0.49 0.56 1.77  0.65
C8 -0.19 -0.46 2.47  0.63
N1 -0.57 -1.77 0.34  0.81
C9 0.32 0.32 -3.42  -0.77
C10 1.37 -0.66 -2.90  -0.57
C11 -0.66 0.90 -2.41  -0.53
C12 0.96 -1.53 -1.65  -1.02
C13 -1.10 -0.20 -1.35  -1.40
C14 0.11 -0.80 -0.52  1.02
H1 -1.18 -2.38 2.13  0.45
H2 -0.12 3.11 3.95  0.44
H3 -1.23 1.41 5.23  0.26
H4 1.05 2.79 1.81  0.29
H5 -1.33 -0.95 4.34  0.34
H6 -0.27 -0.03 -4.28  0.36
H7 0.76 1.17 -3.95  0.32
H8 1.64 -1.26 -3.74  0.42
H9 2.28 -0.08 -2.77  0.34
H10 -0.21 1.74 -1.89  0.30
H11 -1.55 1.22 -2.97  0.40
H12 1.94 -1.88 -1.19  0.27
H13 0.47 -2.43 -2.01  0.48
H14 -1.60 -0.91 -1.86  0.65
H15 -1.66 0.45 -0.69  0.32

=====

Version 2
Density functional theory data (ωB97M-V/def2-TZVPD) for the molecule C14H15NO2.

Calculated values
Orbital gap = 0.3501 hartree
Lowest unoccupied orbital energy = 0.8 eV
E_HOMO = -8.71 eV
Charge = 0
M = 229.3 g mol⁻¹
Spin multiplicity = 1

Each line ends with the Mulliken charge.
CARTESIAN COORDINATES (ANGSTROEM)
N1 0.55 2.41 0.65  -0.52
O1 -0.43 2.55 1.63  -0.25
O2 0.91 0.37 -1.95  -0.46
C1 0.80 1.14 0.31  -0.39
C2 -0.15 0.38 1.06  0.81
C3 -0.92 1.30 1.82  0.01
C4 -1.86 -3.59 0.26  -0.26
C5 -0.53 -3.57 0.57  -0.79
C6 -2.65 -2.41 0.21  -0.70
C7 0.13 -2.33 0.82  -0.39
C8 -1.98 -1.17 0.26  -0.37
C9 -0.62 -1.05 0.67  0.46
C10 -2.25 1.08 2.59  -1.41
C11 1.27 1.51 -2.65  -0.67
C12 1.67 0.44 -0.74  0.66
C13 2.40 2.24 -2.04  -0.52
C14 2.89 1.28 -1.08  -0.97
H1 -2.20 -4.60 0.12  0.34
H2 -0.13 -4.50 0.67  0.47
H3 -3.78 -2.61 0.08  0.27
H4 1.11 -2.30 1.09  0.58
H5 -2.60 -0.29 0.17  0.60
H6 -2.05 1.54 3.51  0.47
H7 -3.14 1.48 2.04  0.29
H8 -2.43 0.03 2.71  0.36
H9 0.37 2.13 -2.65  0.29
H10 1.50 1.39 -3.70  0.39
H11 2.06 -0.61 -0.50  0.23
H12 3.21 2.38 -2.74  0.41
H13 2.06 3.18 -1.50  0.22
H14 3.60 0.56 -1.58  0.39
H15 3.19 1.64 -0.12  0.43

=====

Stability, highest: version 1